This record from the OMol25 dataset describes C25H24FeN7O6Se2 as an isolated structure in a non-equilibrium geometry. The level of theory is ωB97M-V/def2-TZVPD.

electronic energy = -7868.25889 Eh
2S+1 = 2
HOMO energy (alpha / beta) = -0.3381 / -0.3378 Ha
LUMO level (alpha / beta) = -0.0421 / -0.0421 hartree
energy above the lowest of the compared OMol25 structures with the same formula, charge and spin = 0.000 eV

Last column: Mulliken charge in e.
Element x y z (Å)
Fe 0.370967 -0.340462 -1.095094  2.76
C -2.130747 0.304302 1.204539  -1.64
C -2.986763 -0.110221 0.022138  -0.69
C -2.678936 -1.495685 -0.437763  0.58
C -3.684031 -2.402374 -0.740420  -1.11
C -3.348141 -3.674090 -1.166959  -0.42
C -2.010446 -4.011747 -1.262358  -0.96
C -1.064046 -3.051739 -0.956899  -0.56
N -1.383332 -1.811360 -0.566586  0.66
N -0.893137 0.993617 0.816086  2.03
C -1.199933 2.284466 0.185699  -2.83
C -0.806391 2.448029 -1.256631  1.17
C -1.261284 3.583930 -1.914501  -1.23
C -0.825712 3.845537 -3.188208  -0.85
C 0.071021 2.963435 -3.772457  -1.03
C 0.470076 1.852374 -3.068325  -1.01
N 0.033888 1.586657 -1.817691  2.31
C -0.109345 1.235424 2.031082  -1.81
C 0.454496 -0.002393 2.677440  0.42
C 0.900007 0.038148 3.996310  -1.15
C 1.427842 -1.112391 4.547924  -0.51
C 1.484240 -2.265877 3.772937  -0.92
C 1.020325 -2.206029 2.471336  -0.39
N 0.522609 -1.091700 1.931036  0.32
H -1.842044 -0.563982 1.793385  0.53
H -2.723738 0.963387 1.857371  0.56
H -2.832869 0.551527 -0.836774  0.16
H -4.041131 -0.030475 0.288923  0.48
H -4.718593 -2.101923 -0.640665  0.47
H -4.120215 -4.390403 -1.418001  0.39
H -1.694467 -4.994802 -1.581248  0.47
H -0.009623 -3.261168 -1.051675  0.41
H -0.681124 3.073707 0.737938  0.64
H -2.266525 2.512931 0.268926  0.52
H -1.959091 4.243727 -1.415227  0.52
H -1.179768 4.716930 -3.724163  0.45
H 0.445578 3.119753 -4.773763  0.50
H 1.148367 1.140975 -3.497955  0.63
H -0.727958 1.759892 2.776851  0.64
H 0.716289 1.904906 1.784172  0.60
H 0.832622 0.955485 4.568458  0.49
H 1.782671 -1.116933 5.570709  0.44
H 1.881936 -3.190595 4.167775  0.44
H 1.054069 -3.071856 1.820035  0.48
Se 2.773125 4.945774 -0.503501  0.20
N 3.833233 4.371911 0.800901  -0.86
C 3.618593 3.079973 0.896904  0.80
C 4.284233 2.213327 1.833019  -0.64
C 3.981051 0.907572 1.773005  -1.37
C 2.998019 0.427893 0.824209  -0.37
N 2.319318 1.156307 -0.005426  0.39
C 2.641470 2.509937 -0.013999  0.09
N 2.076639 3.357167 -0.840731  -0.33
H 4.997628 2.624282 2.534475  0.46
H 4.447397 0.186688 2.430680  0.51
H 2.797918 -0.633623 0.792903  0.85
O 2.415387 -3.089530 -2.795309  -0.71
Se 2.552563 -1.786105 -1.866938  1.16
O 1.674714 -0.444069 -2.447947  -0.65
O 1.438284 -1.831200 -0.571380  -1.06
O 4.027086 -1.369814 -1.360421  -0.65
O -2.491938 0.758219 -2.989541  -0.56
C -1.733924 -0.143360 -3.310907  -0.38
O -0.771858 -0.676739 -2.643361  -0.26
H -1.850449 -0.621079 -4.298017  0.38

Atoms 1-3, force components in eV/Å:
Fe -0.6 1.0 -1.6
C -0.1 0.1 0.1
C -0.1 0.1 -0.1